ORCA calculation (wB97M-V/def2-TZVPD) on a molecular structure, C19H44N2O5Si2.

Output
2S+1: 3
Gap between HOMO and LUMO (spin up / spin down), hartree: 0.3399 / 0.3037
HOMO energy (spin up / spin down), hartree: -0.3118 / -0.3119
Total charge: 0
Strongest force on any atom, eV/A: 6.91

Cartesian coordinates (Å):
O: -3.771 -0.881 -3.791
O: -3.549 -0.798 -5.073
C: -2.215 -0.259 -5.378
Si: -1.994 1.614 -4.841
O: -3.511 2.133 -4.099
Si: -3.922 3.772 -4.641
H: -4.781 -0.791 -3.696
H: -2.130 -0.238 -6.568
H: -1.317 -0.908 -4.992
H: -0.836 1.798 -3.941
H: -1.722 2.404 -6.068
H: -5.343 4.020 -4.330
H: -3.060 4.684 -3.871
H: -3.704 3.934 -6.100
C: 4.376 -0.898 -2.119
C: 3.314 0.028 -2.785
C: 3.950 1.360 -3.289
C: 4.155 2.434 -2.230
C: 2.885 2.641 -1.411
C: 2.381 1.315 -0.787
N: 2.187 0.236 -1.816
O: 1.035 0.556 -2.555
C: 3.397 0.875 0.305
C: 1.077 1.597 0.025
C: 2.902 -0.762 -4.078
H: 4.188 -1.089 -1.062
H: 4.384 -1.901 -2.565
H: 5.390 -0.491 -2.209
H: 3.308 1.793 -4.070
H: 4.913 1.156 -3.776
H: 5.000 2.178 -1.587
H: 4.422 3.379 -2.722
H: 3.083 3.382 -0.627
H: 2.111 3.080 -2.053
H: 3.094 -0.071 0.767
H: 3.456 1.622 1.106
H: 4.418 0.762 -0.066
H: 0.287 2.049 -0.585
H: 1.269 2.296 0.847
H: 0.682 0.673 0.466
H: 2.383 -1.695 -3.829
H: 3.790 -1.024 -4.669
H: 2.254 -0.177 -4.740
C: 0.116 -2.708 4.760
C: -0.484 -1.276 4.620
C: -1.476 -0.955 5.780
C: -2.884 -1.511 5.614
C: -3.440 -1.184 4.232
C: -2.498 -1.674 3.103
N: -1.098 -1.148 3.257
O: -1.118 0.217 2.920
C: -2.518 -3.228 3.095
C: -3.121 -1.297 1.721
C: 0.755 -0.340 4.849
H: -0.146 -3.374 3.937
H: 1.214 -2.697 4.743
H: -0.192 -3.194 5.693
H: -1.568 0.136 5.883
H: -1.066 -1.310 6.735
H: -2.891 -2.587 5.796
H: -3.538 -1.069 6.378
H: -4.432 -1.641 4.129
H: -3.598 -0.101 4.155
H: -1.851 -3.626 2.322
H: -3.524 -3.605 2.879
H: -2.237 -3.675 4.051
H: -3.305 -0.222 1.617
H: -4.090 -1.789 1.579
H: -2.469 -1.614 0.898
H: 1.491 -0.444 4.044
H: 1.259 -0.590 5.793
H: 0.475 0.718 4.922

Force components x, y, z for each atom (eV/Å):
-2.385 -0.202 5.913
2.019 0.398 -6.595
0.685 0.137 -0.854
-1.809 -0.836 1.002
1.644 1.975 -2.315
0.229 -2.180 0.956
2.259 0.071 -0.381
-0.493 -0.370 2.573
-1.875 0.862 -0.510
-0.190 0.021 0.063
-0.127 0.046 0.065
0.046 -0.057 0.036
0.028 0.177 -0.096
-0.012 -0.030 0.178
0.187 -0.144 0.398
1.273 -1.251 -0.792
-0.297 0.243 0.032
-0.012 0.112 -0.020
0.043 -0.197 -0.314
0.120 0.598 1.970
-3.044 2.578 -3.168
2.828 -1.238 2.154
0.241 -0.208 -0.184
-0.203 -0.323 -0.718
-0.703 0.469 0.314
-0.033 0.225 -0.096
-0.051 0.324 -0.129
-0.171 -0.031 0.016
-0.084 -0.237 0.158
-0.257 -0.259 0.086
-0.015 -0.019 0.093
0.015 -0.183 0.062
-0.154 -0.307 0.077
-0.038 -0.248 0.058
-0.002 0.114 -0.130
-0.244 -0.023 -0.266
-0.133 -0.060 -0.026
0.211 -0.238 -0.043
0.286 -0.169 -0.194
0.076 0.159 -0.131
0.068 0.193 0.068
0.012 0.161 0.422
0.025 -0.073 0.305
-0.030 -0.444 -0.140
1.505 -0.663 1.081
-0.241 0.252 -0.173
-0.090 0.049 0.034
0.294 0.141 0.151
-1.322 -1.288 -0.879
-1.133 4.951 0.300
0.313 -3.707 0.482
0.271 -0.093 0.227
0.555 0.558 0.174
-0.588 0.402 -0.575
-0.165 0.151 0.097
-0.244 0.217 0.131
0.019 0.092 -0.148
0.151 -0.129 -0.225
0.192 0.032 -0.321
-0.023 -0.061 -0.073
0.142 -0.107 -0.083
0.242 -0.043 -0.246
0.202 -0.093 -0.130
-0.052 0.122 0.116
0.125 0.334 -0.026
0.060 0.095 -0.108
0.244 -0.187 0.113
0.231 -0.102 0.304
-0.054 0.097 0.205
-0.198 -0.036 0.060
-0.319 -0.260 -0.195
-0.052 -0.259 -0.192


ORCA calculation (wB97M-V/def2-TZVPD) on a gas-phase ion, C6H10N3O4 (charge +1).

Output
2S+1: 1
Relative energy (zero: lowest compared OMol25 entry of this formula, charge and spin), eV: 2.5962
Gap between HOMO and LUMO, hartree: 0.2759
HOMO energy, hartree: -0.4594
Total charge: +1
Strongest force on any atom, eV/A: 6.16
SMILES string: CC(=O)[NH+]=C=[NH+]N(C)/C(O)=C(/[O-])O

Cartesian coordinates (Å):
C: -1.955 -0.843 1.189
C: 0.279 1.424 -0.136
C: 2.340 0.347 -1.138
C: -1.073 -2.000 1.437
C: 3.624 0.770 -1.637
C: -2.603 1.122 0.152
N: -1.650 0.077 0.371
N: -0.427 0.260 -0.246
N: 1.516 1.432 -0.680
O: -3.017 -0.787 1.915
O: 1.855 -0.748 -1.138
O: -1.341 -2.831 2.201
O: 0.119 -1.927 0.790
H: 3.572 1.652 -2.422
H: 4.094 -0.143 -2.215
H: 4.141 1.018 -0.815
H: -2.119 2.055 0.147
H: -3.225 1.015 -0.838
H: -3.432 1.091 1.026
H: 0.012 -0.709 -0.520
H: 1.897 2.319 -0.691
H: -3.204 -1.755 2.304
H: 0.597 -2.840 0.945

Force components x, y, z for each atom (eV/Å):
0.772 -0.687 0.544
-1.468 -0.517 0.047
-2.881 1.136 -0.370
3.282 1.172 -1.646
0.273 -1.358 -6.000
-5.009 0.098 0.336
-0.412 2.365 -0.446
2.895 -2.581 -1.469
-1.113 -2.363 0.360
-1.535 -2.962 0.851
0.248 -1.116 0.064
-1.629 -2.386 2.084
0.201 -3.016 0.718
-0.065 -1.648 1.864
-0.719 1.891 1.394
2.641 1.180 2.732
0.728 1.093 0.038
1.563 -0.182 1.692
2.176 0.297 -2.148
-0.661 2.645 0.355
1.086 1.980 0.079
0.685 2.607 -0.772
-1.056 2.351 -0.308


ORCA calculation (wB97M-V/def2-TZVPD) on 6 unconnected molecules or ions with the total composition C41H66IN3O8S2.

Output
2S+1: 1
Relative energy (zero: lowest compared OMol25 entry of this formula, charge and spin), eV: 10.8599
Gap between HOMO and LUMO, hartree: 0.2400
HOMO energy, hartree: -0.2885
Total charge: 0
Strongest force on any atom, eV/A: 8.92
SMILES string: COCCCC[C@@]1(C[C@H](C)OCc2ccccc2)C[C@@](I)(CCCSC(=S)n2ccnc2)C(=O)N1.CC(C)=O.CC(C)=O.CC(C)=O.CC(C)=O.CC(C)=O

Cartesian coordinates (Å):
C: -1.937 -3.155 -3.558
O: -2.429 -2.746 -2.230
C: -3.163 -1.480 -2.431
C: -2.142 -0.166 -2.603
C: -3.105 1.160 -2.593
C: -2.394 2.542 -3.114
C: -1.272 3.175 -2.098
C: -2.087 3.402 -0.695
C: -1.341 4.369 0.398
C: -1.292 5.977 -0.060
O: -0.021 3.869 0.861
C: -0.324 3.203 2.171
C: 1.060 2.499 2.729
C: 1.108 0.938 3.231
C: 2.576 0.314 3.731
C: 3.900 1.301 3.715
C: 3.849 2.877 3.235
C: 2.407 3.485 2.747
C: 0.148 2.340 -2.101
C: 1.437 3.222 -2.698
I: 2.870 3.383 -1.052
C: 2.306 2.385 -3.856
C: 3.519 3.267 -4.521
C: 5.034 2.803 -4.071
S: 5.728 1.356 -5.046
C: 4.554 -0.103 -5.083
S: 3.677 -0.352 -6.542
N: 4.319 -1.104 -3.974
C: 5.282 -2.123 -3.386
C: 4.433 -2.909 -2.219
N: 2.979 -2.406 -2.134
C: 2.997 -1.335 -3.225
C: 0.642 4.547 -3.245
O: 1.101 5.626 -3.904
N: -0.842 4.432 -2.883
H: -2.269 -2.463 -4.442
H: -0.747 -3.109 -3.504
H: -2.336 -4.240 -3.785
H: -3.890 -1.484 -3.356
H: -3.821 -1.253 -1.468
H: -1.600 -0.285 -3.646
H: -1.310 -0.175 -1.763
H: -3.607 1.221 -1.539
H: -3.990 0.933 -3.362
H: -1.951 2.362 -4.184
H: -3.263 3.356 -3.193
H: -3.176 3.755 -0.955
H: -2.201 2.328 -0.188
H: -2.034 4.365 1.371
H: -2.237 6.124 -0.767
H: -1.419 6.695 0.856
H: -0.317 6.158 -0.686
H: -1.181 2.407 2.026
H: -0.635 3.999 3.004
H: 0.112 0.319 3.221
H: 2.658 -0.824 4.068
H: 4.960 0.872 4.038
H: 4.855 3.501 3.256
H: 2.283 4.613 2.400
H: 0.357 1.574 -1.240
H: -0.027 1.602 -3.022
H: 2.799 1.446 -3.354
H: 1.574 2.095 -4.752
H: 3.377 4.446 -4.396
H: 3.463 3.087 -5.700
H: 5.151 2.550 -2.934
H: 5.758 3.725 -4.292
H: 6.414 -2.341 -3.675
H: 4.718 -3.781 -1.489
H: 1.997 -0.737 -3.411
H: -1.443 4.441 -3.742
C: 6.425 -1.856 6.093
C: 5.340 -2.455 5.240
O: 4.541 -1.745 4.631
C: 5.270 -3.956 5.159
H: 6.354 -0.763 6.057
H: 6.304 -2.180 7.130
H: 7.405 -2.155 5.713
H: 5.097 -4.374 6.154
H: 6.198 -4.350 4.737
H: 4.438 -4.246 4.508
C: 0.961 -1.033 6.855
C: -0.124 -1.632 6.002
O: -0.923 -0.922 5.393
C: -0.194 -3.133 5.921
H: 0.890 0.060 6.819
H: 0.840 -1.357 7.892
H: 1.941 -1.332 6.475
H: -0.367 -3.551 6.916
H: 0.734 -3.526 5.499
H: -1.026 -3.423 5.270
C: -3.219 -8.230 -3.276
C: -2.177 -7.144 -3.229
O: -2.212 -6.192 -4.007
C: -1.091 -7.269 -2.194
H: -3.939 -8.008 -4.071
H: -2.745 -9.191 -3.491
H: -3.753 -8.274 -2.323
H: -0.522 -8.187 -2.361
H: -1.531 -7.270 -1.193
H: -0.411 -6.414 -2.277
C: -3.593 10.176 2.454
C: -3.541 9.325 1.213
O: -4.003 8.185 1.201
C: -2.903 9.923 -0.012
H: -4.081 9.615 3.258
H: -2.579 10.432 2.771
H: -4.171 11.082 2.259
H: -1.858 10.168 0.195
H: -3.451 10.818 -0.317
H: -2.937 9.196 -0.831
C: -6.206 -9.737 0.470
C: -5.274 -8.559 0.381
O: -4.619 -8.338 -0.636
C: -5.173 -7.662 1.586
H: -6.177 -10.296 -0.472
H: -5.891 -10.400 1.280
H: -7.229 -9.390 0.639
H: -4.812 -8.232 2.445
H: -6.149 -7.222 1.804
H: -4.463 -6.854 1.378

Force components x, y, z for each atom (eV/Å):
1.026 -0.912 -0.533
-1.318 2.136 -2.398
0.190 1.402 1.121
-0.528 -0.613 -0.394
-0.165 -0.720 -0.815
-0.796 -0.512 0.721
0.272 -0.102 -1.319
1.206 -0.524 0.332
-1.592 1.395 0.763
-0.448 -1.165 -0.665
-2.736 -0.404 1.405
1.519 -0.683 0.894
2.811 -1.129 0.811
3.659 3.020 -0.274
-0.453 4.058 -1.311
-2.918 1.056 -1.059
-3.859 -2.564 -0.066
0.541 -3.838 1.253
-0.307 -2.051 -2.227
-1.500 -0.979 -0.132
-0.475 0.601 -0.371
-0.267 0.869 -0.472
0.197 0.121 -1.117
-0.668 1.176 1.166
-0.628 -0.662 0.276
-2.221 -0.767 -1.436
1.875 0.457 3.225
-0.812 -2.390 3.209
-3.322 -1.330 3.224
-0.988 3.336 -3.253
5.727 3.540 -5.852
0.936 -2.466 2.121
0.078 4.014 -1.863
-2.575 -6.840 3.886
2.005 -0.914 -0.702
0.476 -1.051 1.818
-2.516 -0.351 -0.290
1.155 2.410 0.528
1.433 -0.285 1.684
1.408 -0.745 -1.900
-1.018 0.390 2.044
-1.876 0.039 -1.621
1.028 0.234 -1.983
1.843 0.487 1.620
-0.688 0.303 2.013
1.884 -1.618 0.066
2.216 -0.366 0.663
0.345 2.237 -1.148
1.182 0.027 -2.238
2.104 -0.144 1.491
0.500 -1.508 -1.756
-1.927 -0.143 1.322
1.787 1.493 0.404
0.471 -1.535 -1.990
2.284 1.236 0.096
-0.103 2.960 -0.892
-2.688 0.886 -0.748
-2.504 -1.369 -0.090
0.331 -2.743 0.771
-0.232 2.083 -1.263
0.279 1.352 1.794
-1.334 1.728 -0.908
1.451 0.399 2.105
0.251 -2.703 0.083
0.184 0.364 2.531
-0.522 0.623 -2.186
-1.305 -2.333 0.226
-2.977 0.974 0.436
-0.256 1.992 -1.874
2.630 -1.184 0.068
1.073 0.807 0.993
-0.126 0.490 -0.122
-0.977 0.847 -0.756
1.111 -1.017 0.876
-0.415 -0.010 -0.303
-0.006 -0.247 0.004
0.180 -0.110 -0.084
-0.036 -0.118 0.197
0.228 -0.049 -0.048
-0.005 -0.050 0.224
0.190 0.091 0.132
-0.147 0.484 -0.064
-1.017 1.025 -0.784
0.995 -0.952 0.749
-0.403 -0.052 -0.318
0.029 -0.257 -0.046
0.162 -0.132 -0.064
-0.007 -0.086 0.165
0.217 -0.046 -0.048
0.014 -0.047 0.210
0.187 0.091 0.139
-0.173 0.292 -0.358
-0.234 0.869 -0.976
0.082 -1.362 0.825
0.271 0.474 -0.113
0.202 -0.017 0.110
-0.017 -0.022 0.188
0.327 -0.183 -0.337
-0.134 -0.042 0.174
0.026 -0.218 -0.060
-0.155 -0.170 0.002
-0.231 -0.332 0.310
-0.619 -1.542 -0.053
0.594 1.456 0.031
-0.069 -0.405 -0.297
0.109 0.107 -0.203
-0.090 0.195 -0.086
0.223 0.066 0.015
-0.108 0.195 -0.020
0.199 0.078 0.090
0.009 0.146 0.206
0.105 -0.168 -0.500
0.759 0.285 -1.153
-0.994 -0.292 1.672
0.362 0.318 -0.236
0.006 0.143 0.209
-0.189 0.114 0.073
0.080 -0.089 0.198
-0.229 0.034 0.033
0.044 -0.160 0.157
-0.166 -0.188 0.024


ORCA calculation (wB97M-V/def2-TZVPD) on a molecular structure, C26H35N5O2SeSiSn.

Output
2S+1: 1
Relative energy (zero: lowest compared OMol25 entry of this formula, charge and spin), eV: 0.5062
Gap between HOMO and LUMO, hartree: 0.1533
HOMO energy, hartree: 0.0179
Total charge: -2
Strongest force on any atom, eV/A: 0.78

Cartesian coordinates (Å):
Sn: -0.589 0.998 -0.313
C: -2.882 -2.405 -0.939
C: -1.526 -2.189 -1.574
C: -0.380 -2.774 -1.035
C: 0.866 -2.568 -1.616
C: 0.983 -1.777 -2.757
C: -0.150 -1.182 -3.297
C: -1.392 -1.385 -2.704
H: -3.369 -3.291 -1.360
H: -3.534 -1.544 -1.108
H: -2.788 -2.536 0.141
H: -0.458 -3.353 -0.118
H: 1.752 -3.000 -1.157
H: 1.958 -1.599 -3.199
H: -0.068 -0.517 -4.149
H: -2.265 -0.871 -3.094
C: -1.609 -2.438 3.034
C: -1.546 -1.244 2.122
N: -0.324 -0.844 1.536
N: 0.690 -1.587 1.886
C: 1.928 -1.360 1.539
O: 2.271 -0.298 0.747
C: 2.983 -2.193 2.096
C: 2.695 -3.474 2.626
C: 3.681 -4.257 3.200
C: 5.007 -3.820 3.275
C: 5.308 -2.568 2.759
C: 4.324 -1.770 2.184
C: -2.636 -0.479 1.826
C: -3.971 -0.755 2.351
C: -4.989 0.117 2.172
C: -4.782 1.319 1.411
C: -3.560 1.472 0.806
N: -2.509 0.641 0.950
H: -0.759 -2.427 3.720
H: -1.538 -3.389 2.481
H: -2.529 -2.455 3.619
H: 1.671 -3.822 2.571
H: 3.417 -5.232 3.594
H: 5.777 -4.440 3.719
H: 6.325 -2.194 2.815
H: 4.595 -0.787 1.819
H: -4.141 -1.678 2.889
H: -5.970 -0.108 2.577
H: -5.576 2.038 1.238
H: -3.381 2.297 0.109
C: 4.657 -1.185 -0.672
Si: 3.551 0.239 -0.126
C: 3.009 1.101 -1.676
C: 4.552 1.479 0.864
H: 5.585 -1.243 -0.091
H: 4.917 -1.072 -1.733
H: 4.135 -2.144 -0.546
H: 3.907 1.392 -2.248
H: 2.433 2.006 -1.453
H: 2.386 0.460 -2.305
H: 5.630 1.274 0.818
H: 4.239 1.490 1.914
H: 4.369 2.484 0.464
Se: -1.804 2.874 -1.676
C: 0.457 5.405 -0.141
N: -0.464 4.933 0.888
C: -0.197 3.712 1.468
N: -1.151 3.252 2.355
O: 0.850 3.091 1.286
H: 0.536 6.495 -0.092
H: 0.119 5.087 -1.131
H: 1.434 4.966 0.046
H: -1.434 5.020 0.613
H: -2.108 3.502 2.150
H: -1.053 2.264 2.537

Force components x, y, z for each atom (eV/Å):
-0.546 0.247 -0.419
0.127 0.034 -0.018
-0.109 -0.034 0.007
0.050 0.003 0.030
-0.060 0.015 -0.053
-0.094 -0.087 0.077
-0.021 -0.070 0.072
0.031 -0.023 -0.038
0.011 0.023 0.000
0.063 -0.045 0.013
0.012 0.011 -0.103
0.033 0.091 -0.104
-0.094 0.042 -0.018
-0.051 -0.039 0.020
-0.001 -0.009 0.024
0.060 -0.002 0.008
0.159 0.008 -0.154
0.347 0.262 -0.167
-0.099 -0.030 0.256
0.275 -0.527 0.274
-0.175 -0.522 0.186
0.138 0.705 -0.295
-0.274 0.050 0.157
0.105 -0.047 0.070
-0.073 0.104 -0.076
-0.143 -0.027 -0.037
-0.146 0.176 -0.087
0.018 -0.070 0.254
-0.140 0.221 0.023
0.041 0.163 -0.146
0.082 0.124 -0.141
0.148 -0.144 0.081
-0.237 0.035 0.039
0.217 -0.355 0.029
0.018 -0.013 0.025
0.003 0.073 0.047
0.092 -0.007 -0.030
0.037 0.014 0.026
-0.027 -0.023 -0.004
-0.012 -0.005 0.005
0.009 0.033 -0.024
0.034 -0.180 0.275
-0.036 0.042 -0.008
-0.028 -0.021 0.036
0.063 -0.076 -0.027
-0.029 -0.169 0.194
0.145 -0.279 -0.288
-0.085 -0.150 -0.121
-0.197 0.237 -0.197
0.056 0.262 0.218
-0.163 -0.023 -0.178
-0.029 -0.021 0.100
0.138 0.178 -0.064
-0.165 -0.054 0.133
0.033 -0.104 -0.045
0.070 0.113 0.074
-0.138 0.050 0.012
0.074 -0.005 -0.148
0.064 -0.109 0.082
0.304 -0.071 0.085
-0.123 -0.070 -0.008
0.126 0.009 0.078
0.387 -0.161 -0.061
0.026 0.157 -0.135
-0.230 0.306 0.257
-0.028 -0.043 -0.009
0.027 -0.011 0.042
-0.007 0.010 0.019
-0.015 -0.060 -0.051
-0.037 0.006 -0.042
-0.010 -0.117 -0.030


| no. | M (g/mol) |
| --- | --- |
| 1 | 436.74 |
| 2 | 188.16 |
| 3 | 920.03 |
| 4 | 675.36 |